[1]
Density functional theory data (ωB97M-V/def2-TZVPD) for a cluster of 2 separate species, CH2N2O2 in total at a distorted geometry.

Positions of all 7 atoms, in Å:
C -0.338 -0.963 0.413
N 3.668 0.782 -0.347
N 3.712 -0.198 0.172
O -1.170 -0.297 -0.133
O 0.887 -1.150 0.007
H -0.510 -1.294 1.480
H 1.180 -0.500 -0.765

## Properties
- HOMO-LUMO gap (alpha / beta): 6.371 / 8.971 eV
- ΔE to the lowest compared entry with this formula, charge and spin: 1.581 eV
- E_tot: -8139.916 eV
- Multiplicity: 3

Atomic partial charges in e from the Löwdin method, atoms 1 to 2: -0.543, 0.024

[2]
Density functional theory data (ωB97M-V/def2-TZVPD) for a cluster of 2 separate species, CH2N2O2S in total at a distorted geometry.

Positions of all 8 atoms, in Å:
O -3.035 1.322 -0.165
N -2.418 0.822 0.737
N -1.157 0.894 0.794
C -0.095 0.577 1.297
S 1.405 0.402 1.729
O 1.558 -1.226 -1.093
H 2.464 -1.603 -1.212
H 1.278 -1.189 -2.087

## Properties
- HOMO-LUMO gap: 8.113 eV
- ΔE to the lowest compared entry with this formula, charge and spin: 5.575 eV
- E_tot: -18975.753 eV
- SMILES: O=NN=C=S.O

Atomic partial charges in e from the Löwdin method, atoms 1 to 2: 0.017, -0.122

[3]
Density functional theory data (ωB97M-V/def2-TZVPD) for a cluster of 2 separate species, CH2N2O3S in total at a distorted geometry.

Positions of all 9 atoms, in Å:
C 1.674 -0.181 0.037
N 0.513 1.031 0.089
N -1.508 -0.613 -0.914
O 1.460 -1.367 -0.243
O 2.796 0.293 0.191
O -1.826 1.722 -0.023
S -0.947 0.555 -0.040
H -0.911 -1.376 -0.837
H -1.250 -0.064 1.740

## Properties
- HOMO-LUMO gap: 6.949 eV
- ΔE to the lowest compared entry with this formula, charge and spin: 2.484 eV
- Total charge: -2
- E_tot: -21023.393 eV

Atomic partial charges in e from the Löwdin method, atoms 1 to 2: -0.808, -0.258

[4]
Density functional theory data (ωB97M-V/def2-TZVPD) for an isolated molecule of CH2N2O3S at a distorted geometry.

Positions of all 9 atoms, in Å:
N -1.420 -0.681 0.686
C -0.851 0.063 -0.257
O -1.294 0.908 -0.950
N 0.679 -0.740 -0.533
S 1.717 0.354 -0.540
O 3.024 -0.051 -0.833
O 1.471 1.674 -0.098
H -1.004 -1.342 1.389
H -2.323 -0.185 1.136

## Properties
- HOMO-LUMO gap: 10.689 eV
- ΔE to the lowest compared entry with this formula, charge and spin: 1.468 eV
- E_tot: -21024.956 eV
- SMILES: NC(=O)N=S(=O)=O

Atomic partial charges in e from the Löwdin method, atoms 1 to 2: 0.121, -0.560

[5]
Density functional theory data (ωB97M-V/def2-TZVPD) for an isolated molecule of CH2N2O3S at a distorted geometry.

Positions of all 9 atoms, in Å:
C 0.495 -0.267 -0.272
N -0.424 1.147 -1.722
N -0.013 0.937 -0.542
O -1.000 0.072 1.968
O -0.263 -2.195 1.454
O 1.273 -0.232 0.917
S -0.170 -0.837 1.209
H 1.005 -0.775 -1.252
H -0.903 2.151 -1.759

## Properties
- HOMO-LUMO gap (alpha / beta): 9.039 / 8.379 eV
- ΔE to the lowest compared entry with this formula, charge and spin: 2.026 eV
- E_tot: -21020.434 eV
- Multiplicity: 3

Atomic partial charges in e from the Löwdin method, atoms 1 to 2: -0.452, 0.084

[6]
Density functional theory data (ωB97M-V/def2-TZVPD) for the ion CH2N2O4P with charge -1 at a distorted geometry.

Positions of all 10 atoms, in Å:
N -0.600 -1.286 0.838
P 0.710 -0.259 0.481
C -0.296 1.483 0.378
O -1.345 1.269 0.867
O 0.371 2.328 -0.126
N 1.021 -0.407 -1.161
O 0.302 -1.159 -1.885
O 1.992 0.283 -1.554
H -1.383 -0.966 0.307
H -0.772 -1.287 1.855

## Properties
- HOMO-LUMO gap: 7.861 eV
- ΔE to the lowest compared entry with this formula, charge and spin: 0.260 eV
- Total charge: -1
- E_tot: -21527.592 eV
- SMILES: NP(C(=O)[O-])[N+](=O)[O-]

Atomic partial charges in e from the Löwdin method, atoms 1 to 2: -0.228, 0.929

[7]
Density functional theory data (ωB97M-V/def2-TZVPD) for a cluster of 2 separate species, CH2N2OS in total at a distorted geometry.

Positions of all 7 atoms, in Å:
O 1.021 -0.472 -0.229
N 1.351 0.701 -0.120
S 2.850 1.289 -0.258
H 0.619 1.371 0.085
C -1.897 -1.034 0.150
N -1.264 -0.115 -0.044
H -2.680 -1.741 0.417

## Properties
- HOMO-LUMO gap: 8.579 eV
- ΔE to the lowest compared entry with this formula, charge and spin: 1.816 eV
- E_tot: -16928.500 eV
- SMILES: [O-][NH+]=S.C#N

Atomic partial charges in e from the Löwdin method, atoms 1 to 2: -0.134, -0.673

[8]
Density functional theory data (ωB97M-V/def2-TZVPD) for an isolated molecule of CH2N2OS at a distorted geometry.

Positions of all 7 atoms, in Å:
N 0.751 -0.509 -0.009
C -0.533 -0.113 -0.014
S -1.742 -1.250 0.041
N -0.829 1.285 -0.171
O -0.017 2.166 0.110
H 1.563 0.024 0.113
H 0.807 -1.603 -0.069

## Properties
- HOMO-LUMO gap (alpha / beta): 7.421 / 7.515 eV
- ΔE to the lowest compared entry with this formula, charge and spin: 1.138 eV
- E_tot: -16929.178 eV
- SMILES: NC(=S)N=O

Atomic partial charges in e from the Löwdin method, atoms 1 to 2: 0.067, -0.927

Please write out number 1 again, unchanged.
Density functional theory data (ωB97M-V/def2-TZVPD) for a cluster of 2 separate species, CH2N2O2 in total at a distorted geometry.

Positions of all 7 atoms, in Å:
C -0.338 -0.963 0.413
N 3.668 0.782 -0.347
N 3.712 -0.198 0.172
O -1.170 -0.297 -0.133
O 0.887 -1.150 0.007
H -0.510 -1.294 1.480
H 1.180 -0.500 -0.765

## Properties
- HOMO-LUMO gap (alpha / beta): 6.371 / 8.971 eV
- ΔE to the lowest compared entry with this formula, charge and spin: 1.581 eV
- E_tot: -8139.916 eV
- Multiplicity: 3

Atomic partial charges in e from the Löwdin method, atoms 1 to 2: -0.543, 0.024

Q: Among the records above, which one has the lowest ΔE to the lowest compared entry with this formula, charge and spin?
A: CH2N2O4P

Please write out number 8 again, unchanged.
Density functional theory data (ωB97M-V/def2-TZVPD) for an isolated molecule of CH2N2OS at a distorted geometry.

Positions of all 7 atoms, in Å:
N 0.751 -0.509 -0.009
C -0.533 -0.113 -0.014
S -1.742 -1.250 0.041
N -0.829 1.285 -0.171
O -0.017 2.166 0.110
H 1.563 0.024 0.113
H 0.807 -1.603 -0.069

## Properties
- HOMO-LUMO gap (alpha / beta): 7.421 / 7.515 eV
- ΔE to the lowest compared entry with this formula, charge and spin: 1.138 eV
- E_tot: -16929.178 eV
- SMILES: NC(=S)N=O

Atomic partial charges in e from the Löwdin method, atoms 1 to 2: 0.067, -0.927

Q: Which value of ΔE to the lowest compared entry with this formula, charge and spin does entry 2 give?
A: 5.575 eV